195
Properties=species:S:1:pos:R:3:forces:R:3:mulliken_charge:R:1 method="wB97M-V/def2-TZVPD" fmax_ev_per_a=3.193 total_charge=+1 e_tot_ha=-4511.06744
H -1.8188 -6.6399 -4.3125 -0.41 -0.34 0.45 0.41
C -3.7193 4.4187 3.8387 0.99 0.85 0.28 -0.98
N 7.1282 -2.9429 1.0407 -0.61 -1.12 -2.04 0.28
H -3.4547 3.9086 4.7481 -0.06 -0.78 0.40 0.40
C 1.6207 7.6571 2.9422 2.11 -1.51 0.65 -0.66
H 3.6363 -2.8031 1.4507 0.68 0.52 0.39 0.29
C 3.5674 1.3190 -3.6435 -1.52 -1.10 -1.05 1.44
H -2.5049 -5.9342 -2.1213 0.13 0.55 -0.67 0.49
O -0.8647 -1.4685 -2.7606 -0.30 0.01 -0.51 -0.61
H 5.3841 7.9537 1.0788 0.38 0.02 -1.18 0.25
F -0.4810 -0.2436 0.6977 -0.77 -0.44 -0.05 -0.21
H -3.6964 5.9277 5.8424 0.29 0.10 0.55 0.42
N -2.1491 -4.9915 -2.3326 0.51 0.16 1.81 0.13
H 0.9126 3.7867 2.9414 0.19 -0.84 0.92 0.41
C -7.7741 -0.3855 0.0041 0.01 1.60 -1.59 -1.89
O 0.9037 0.2012 -2.1091 -1.90 -1.42 0.35 -0.69
H -7.3592 -0.9393 0.7994 0.31 -0.69 0.89 0.38
C 4.0255 -4.9206 1.2744 0.08 1.01 -0.76 -0.77
H 2.4591 -1.2605 -4.0974 0.54 0.26 -0.27 -1.01
H -4.0556 0.5422 1.4360 0.08 0.49 0.75 0.32
H -5.5768 -0.2656 1.8676 0.41 0.45 -0.58 0.28
F -1.4594 1.0182 -0.7421 0.21 -0.01 -0.04 -0.21
H 1.3858 -8.5784 -1.1044 -0.54 1.53 -0.64 0.38
N 1.5846 6.1929 2.8427 0.36 0.53 -0.65 -0.36
C 3.9659 -3.2879 -1.2248 -1.12 1.30 -1.09 -0.09
H 4.8013 -7.4412 0.7030 -0.57 0.05 0.58 0.32
H 2.2396 5.9517 2.0409 -1.42 0.11 1.30 0.35
H -7.7086 -0.9577 -0.9341 0.35 0.16 0.25 0.43
C -5.1341 0.6893 1.4888 -1.52 -1.20 -2.03 -0.83
C -2.3608 -4.6304 -3.7099 -0.01 -1.87 0.15 -0.39
H -7.4367 4.1767 2.0171 0.14 0.15 0.71 0.46
H 5.0871 1.1985 1.1990 -0.36 -0.90 0.40 0.37
C 3.6740 -5.8042 -3.6879 1.98 0.31 -1.36 -1.23
H -8.4893 1.4666 -1.7303 0.69 0.08 -0.43 0.42
H -5.0936 12.5991 0.6692 0.09 -0.17 -0.42 0.25
H 1.8663 -6.5178 0.2348 -0.70 0.00 -0.36 -0.11
C -5.5670 0.9604 -0.0403 -0.81 -0.81 1.19 -1.47
H -3.1970 8.4500 5.7213 -0.67 0.50 0.82 0.51
O 2.6140 -3.0637 -3.1740 -0.16 0.11 0.32 0.34
H 5.2014 -1.6263 2.8313 -0.81 -0.38 0.03 0.31
H 4.5899 0.9315 -5.5981 -1.71 0.35 0.38 0.30
C 7.5404 -2.3556 -2.1674 -0.86 -1.02 -1.85 -0.49
H -4.6172 -3.6148 -2.4403 -0.26 -0.33 -0.40 0.40
C 0.4853 4.6942 -0.1435 -1.88 -2.49 -0.23 -0.57
H -3.4000 12.1066 0.4527 1.07 0.44 0.15 0.33
H -4.6592 9.2525 3.5946 0.27 -0.48 0.53 0.25
H -0.0866 -3.5030 2.5465 0.31 -0.76 1.43 0.51
C 3.8281 2.7747 -3.4478 0.56 1.93 -0.64 -1.48
H 4.8743 -4.9311 0.5272 -0.73 -0.34 0.84 0.30
O 4.5463 0.5622 -2.9138 -0.06 0.05 -0.52 -0.28
C 5.1408 7.8619 2.1053 1.50 0.42 0.80 -0.81
N -7.6128 2.0827 0.7463 0.48 0.98 0.72 0.17
H -2.1293 -3.6011 -3.8796 0.41 0.69 -0.12 0.25
O 0.6821 -1.8963 -0.9417 -0.29 -0.20 -0.19 -1.39
H -3.2753 4.0012 2.9659 0.25 -0.85 -0.53 0.24
H -5.1582 1.9223 -0.3938 0.07 -0.38 0.25 0.39
H 7.6255 -2.4935 3.0455 -1.01 0.58 -1.01 0.30
H 2.5824 1.0043 -3.2122 0.87 0.49 -0.23 -0.47
C 5.9375 -1.1520 2.2088 2.37 0.33 0.01 -0.65
H 3.6669 -4.7536 -3.9855 -0.35 -0.22 -0.02 0.14
C -7.1161 1.0376 -0.1626 0.39 -0.30 -0.58 1.83
H -7.6023 -0.0241 2.5630 -0.01 0.41 0.91 0.27
H 8.3762 -2.4900 -2.8883 -0.36 0.05 0.39 0.42
H 4.8338 -2.8860 -0.7449 0.51 0.08 0.45 -0.40
H -9.2420 3.1718 0.5511 0.63 -0.44 -0.09 0.34
C -7.9487 0.9421 2.9856 1.25 -0.06 -0.80 -1.63
C 1.3870 -7.4866 -1.5205 1.31 -2.10 0.34 -0.67
H 4.7463 -6.0023 -3.5117 -0.16 -0.28 0.10 0.27
C 2.1501 -2.2778 -4.2624 -1.76 0.75 0.37 -0.06
F -2.3059 -0.8907 -0.4375 0.29 -0.86 0.70 -0.07
H 4.0912 -4.2591 -1.6000 0.71 -1.40 -0.17 0.14
H 7.9069 -5.1344 -0.5626 0.13 0.13 -0.24 0.31
C -2.8328 7.7357 5.0279 1.61 0.32 -1.48 -0.95
H 8.0648 -1.2295 1.9015 -0.46 -0.54 -0.26 0.35
H 4.4938 0.4670 -0.2083 -0.36 -0.27 -0.67 -0.07
H 4.8857 2.9962 -3.7921 -1.12 -0.04 0.30 0.29
H 2.4066 -2.6694 -5.2448 0.39 -0.08 0.12 0.61
C -7.3881 1.5312 -1.5981 -1.23 -1.90 0.44 -1.96
C 0.3069 4.2820 2.2301 -1.44 0.43 -1.85 -0.46
H 1.0385 -2.1421 -4.2187 0.67 -0.71 -0.01 0.10
C 7.2553 -1.9938 2.0838 0.45 1.33 1.19 -0.78
C -0.2458 -6.6191 -0.0072 0.01 -0.89 1.39 -0.66
H 3.6551 0.0063 1.3149 0.81 0.29 -0.19 0.33
H -6.8454 0.8809 -2.3101 -0.49 0.24 0.21 0.37
H 1.0289 4.1877 -0.9811 -0.84 0.46 0.47 0.08
H -0.2901 6.3339 1.9042 -0.53 0.36 -0.90 0.35
C -6.0288 -5.8253 -1.8436 0.93 0.55 -0.36 -0.81
C 4.0815 -7.2451 1.5422 0.16 -1.78 -0.14 -1.02
H 2.4607 -2.3548 -0.3387 -0.71 1.72 0.18 -0.08
C -3.5909 9.5552 3.6030 -1.36 1.16 -1.30 -0.50
C 3.5163 0.9264 -5.1682 2.49 0.87 1.65 -1.02
H 0.9783 8.0566 3.6952 -0.37 -0.03 0.93 0.39
H 0.5795 -5.9865 -6.2217 -0.35 -0.24 -0.09 0.31
C 8.3707 -3.3659 0.4379 1.26 0.86 1.27 -0.85
C 3.0902 8.0094 3.1962 -1.23 -1.80 2.01 -0.71
H 3.3752 -8.1133 1.6814 0.91 0.70 -0.27 0.27
H -2.5281 10.7337 2.0769 -0.47 -0.26 0.10 0.32
H -4.9254 -3.6861 -0.7207 0.70 -0.57 -0.49 0.49
H 8.8699 -4.0661 1.0730 0.45 -0.51 0.88 0.43
H -2.5076 7.9982 2.9087 -0.05 -0.53 0.49 0.14
C -1.5403 -5.6186 -4.5265 0.20 0.06 -1.11 -1.27
O -9.0301 2.2271 0.6543 -0.30 -0.39 -0.06 -0.50
H -0.3875 5.8303 3.5428 0.41 -0.10 -0.15 0.09
H -1.5085 -3.0436 1.5717 0.23 -0.05 0.29 0.17
H -1.8554 7.4454 5.4199 0.08 -0.18 -0.11 0.29
C -7.2349 2.0642 2.1948 -0.51 -0.27 -0.37 1.72
O 3.2727 -6.1453 1.2847 -0.04 1.51 -0.36 -0.45
C 4.6403 0.2373 0.8303 -0.15 0.79 0.21 -0.71
C -4.3874 11.7686 0.6442 -1.66 -1.26 1.55 -0.72
C -3.5307 10.2405 2.1852 2.32 -0.25 1.04 -0.61
H -1.5279 -5.6387 1.5091 -0.75 -0.46 0.10 0.57
O -3.1962 5.7000 3.8907 1.05 1.60 -0.20 -0.17
H -0.6636 4.4480 -0.1234 1.82 0.42 -0.63 0.25
H 2.9434 -7.9984 -2.8706 0.43 -0.59 -0.25 0.70
H 5.2855 8.8610 2.5457 0.03 -0.27 0.10 0.32
C 8.2192 -4.1102 -0.8176 -0.76 -1.79 -1.36 -0.60
O -0.2188 -4.3349 0.6603 0.57 -1.40 -0.29 0.75
H 3.1538 9.0517 3.2856 0.63 1.81 -0.27 0.52
O -4.5326 11.1749 1.9977 -0.05 0.95 -1.53 -0.33
H 7.7921 -1.5716 -1.4854 0.08 0.29 0.89 0.32
H 9.1641 -4.1809 -1.4231 -0.68 0.19 0.61 0.36
O 7.1495 -3.6162 -1.6159 1.04 0.79 0.10 -0.20
H -6.6039 -5.3919 -1.0128 -0.06 -0.55 -0.13 0.30
H -0.9713 -6.4822 -0.8058 0.22 0.40 -0.17 0.14
C -0.5138 -5.6762 1.1680 0.82 1.14 -1.55 -1.19
H 4.6718 -7.1479 2.4614 -0.12 0.18 -0.03 0.37
H -3.4969 10.2984 4.4175 0.08 -0.13 -0.53 0.33
C 3.1461 -3.6498 1.0249 -1.66 -1.89 0.74 -0.87
H 6.2239 -0.1943 2.6602 -0.14 -0.21 0.45 0.53
H 6.5092 -2.6849 0.2418 0.65 0.29 1.40 -0.11
H 3.3158 -1.4444 -2.0657 -0.36 0.75 0.02 0.01
C 0.2236 5.7318 2.6261 0.56 -0.49 0.72 -0.22
H 1.5796 -4.9961 -5.2658 0.82 0.41 0.54 -0.16
O -0.1195 -5.5631 -4.3019 -0.63 0.22 0.24 -0.06
H 0.5808 5.7473 -0.2645 0.34 1.07 0.37 0.24
N 1.1309 -6.5158 -0.4983 -0.55 0.96 0.24 0.34
C -7.6352 3.4515 2.8250 1.10 -1.03 -1.25 -1.96
H 4.4236 -4.8024 2.2881 0.28 0.10 -0.20 0.69
H -6.3552 -5.3465 -2.7768 0.01 0.05 0.12 0.32
H -9.0083 0.9441 2.7782 -0.37 0.36 0.48 0.42
C -5.7223 1.8344 2.2835 1.99 1.47 0.65 -0.81
H 3.1302 3.5654 -3.9012 0.82 -1.58 0.18 0.31
H 9.1290 -2.5699 0.3408 -0.41 0.43 -0.09 0.35
H -0.4098 -7.6492 0.3364 -0.16 -0.01 0.20 0.60
C 3.6357 -2.4076 -2.4072 0.07 -0.88 0.02 -1.45
H 3.1503 -0.0571 -5.2601 -0.44 -0.97 -0.41 0.28
N -2.5980 8.5190 3.7747 -0.48 0.01 0.43 -0.04
H -5.4402 1.8328 3.3629 -0.28 -0.44 -0.54 0.64
C -3.6875 6.5191 4.9293 -1.84 -0.64 -0.51 -0.47
C -1.1397 -0.2613 -0.4712 -0.31 2.51 -0.17 0.57
S -0.0319 -0.8763 -1.7614 2.51 0.96 -0.05 0.70
H -0.7209 3.8487 2.0637 0.76 0.16 0.57 0.01
H 0.1280 -2.4369 1.2332 -0.31 -0.22 -0.02 0.24
H -6.1009 -6.8996 -2.0010 -0.31 0.05 0.48 0.26
C 2.8017 -7.3408 -2.0369 0.43 2.33 0.62 -0.68
C -4.3435 -4.1893 -1.5522 0.07 1.19 0.82 -0.88
H -3.4113 -4.8057 -3.9354 -0.27 0.15 -0.62 0.44
H 0.7063 -7.3877 -2.3665 -0.24 0.00 0.15 0.17
H 0.0635 -4.2863 -5.9343 0.72 -0.85 0.41 0.46
H -1.7565 -5.5199 -5.6081 0.16 0.23 0.40 0.55
C -2.8217 -4.1192 -1.3674 -0.04 0.36 -0.05 0.14
H -3.5596 9.4969 1.3819 -0.12 -0.46 0.09 0.34
H 5.3373 0.6364 -3.4589 0.30 -0.10 0.24 0.26
H 4.5037 -2.2774 -3.0156 0.63 0.17 -0.55 0.79
H -5.1018 2.6849 1.9143 -1.00 0.16 0.12 0.14
H -7.6322 1.1281 4.0296 -0.66 -0.69 -0.32 0.44
C -0.4395 -3.3109 1.5750 -0.70 1.91 -1.02 -1.31
H 3.3740 -6.4218 -4.5473 -0.27 -0.03 0.29 0.42
H -4.7864 6.7483 4.7649 0.94 0.02 -0.16 0.29
H -2.3549 -3.1125 -1.3508 -0.71 -0.35 -0.54 -0.19
H -5.2948 0.1536 -0.7691 0.22 0.57 0.82 0.27
H 0.1437 -5.8506 2.0047 0.33 -0.26 0.36 0.54
Sn 0.8542 -4.1444 -1.5655 0.21 -0.33 -0.50 2.10
H 3.5559 -7.4619 -1.1881 -0.79 -0.06 -1.31 -0.02
H -8.6887 3.4499 3.0319 -0.48 0.06 0.27 0.43
H 1.3077 8.1068 2.0486 -0.47 0.84 -1.71 0.39
H 3.4153 7.5638 4.1787 -0.45 0.43 -0.51 0.27
O 3.8534 7.4259 2.2062 -1.26 -0.24 -1.04 -0.28
H 2.2095 -3.8270 1.6531 0.96 0.37 -0.96 -0.10
O 2.9242 -5.9457 -2.5501 -1.21 -1.47 1.57 0.51
H 3.7793 2.9752 -2.3955 0.21 0.17 0.71 0.39
H -7.0737 2.5250 -1.7340 0.43 1.35 -0.07 0.49
H 6.6386 -2.0887 -2.7235 0.33 0.54 -0.13 -0.03
H -2.6186 -4.4752 -0.3769 0.23 -0.58 0.64 -0.28
H -4.6215 11.0019 -0.1275 -0.16 0.48 0.45 0.29
O 5.5483 -0.8442 0.8925 -0.68 -0.21 -0.01 -0.04
O -4.6259 -5.5629 -1.6304 -1.01 0.01 -0.21 -0.33
H -7.0514 3.6200 3.7463 -0.29 0.15 -0.47 0.35
N 2.7782 -3.2787 -0.3802 0.92 -2.71 1.41 1.77
O 1.0183 4.0901 1.0094 0.78 0.38 0.18 -0.14
H -8.8270 -0.2023 0.1194 -0.57 -0.13 0.47 0.41
C 0.5566 -5.1973 -5.4686 -0.92 0.98 -1.25 -0.59
H 2.8503 1.6446 -5.6002 -0.13 0.27 -0.81 0.38
H 5.8406 7.1370 2.5543 -0.05 0.31 0.10 0.27
H -4.7501 4.5200 3.7089 -2.02 -0.46 -0.12 0.44